*1*
The following is a quantum chemistry calculation of a cluster of 2 separate species, C5H14NO in total, from the Open Molecules 2025 dataset.

The geometry in XYZ format:
```
21
C5H14NO | the Open Molecules 2025 dataset | ωB97M-V/def2-TZVPD
C 0.741 -1.282 -1.021
C -0.426 -0.441 -1.599
C -0.953 0.524 -0.544
C -0.773 1.846 -0.672
C -1.857 -0.089 0.490
N 1.634 -0.385 -0.165
H 1.265 -1.732 -1.856
H 0.399 -1.976 -0.260
H -0.029 0.169 -2.415
H -1.173 -1.143 -1.947
H -0.585 2.305 -1.638
H -0.935 2.535 0.168
H -2.868 0.061 0.126
H -1.696 0.223 1.517
H -1.658 -1.182 0.543
H 0.983 -0.105 0.573
H 2.112 0.304 -0.745
H 2.392 -0.867 0.324
H 1.736 0.603 3.513
H 0.435 0.091 2.923
O 1.257 0.541 2.684
```

Summary:
Net charge: +1
HOMO-LUMO gap (eV): 9.956

*2*
The following is a quantum chemistry calculation of a cluster of 2 separate species, C5H14NO in total, from the Open Molecules 2025 dataset.

The geometry in XYZ format:
```
21
C5H14NO | the Open Molecules 2025 dataset | ωB97M-V/def2-TZVPD
C -2.453 0.061 0.754
C -1.725 1.373 0.975
C -0.226 1.227 1.141
C 0.618 0.528 0.138
C 0.254 0.163 -1.074
N 1.268 -0.527 -1.920
H -2.431 -0.249 -0.298
H -3.518 0.175 0.935
H -2.065 -0.756 1.351
H -2.129 1.935 1.806
H -1.905 1.998 0.094
H 0.011 0.705 2.092
H 0.279 2.149 1.435
H 1.586 0.230 0.546
H -0.696 0.329 -1.544
H 0.828 -1.307 -2.416
H 2.007 -0.938 -1.319
H 1.646 0.083 -2.643
H 2.143 -2.574 0.147
H 3.633 -2.364 0.192
O 2.875 -2.241 -0.392
```

Summary:
Net charge: +1
HOMO-LUMO gap (eV): 10.990

*3*
The following is a quantum chemistry calculation of a cluster of 2 separate species, C5H14NO in total, from the Open Molecules 2025 dataset.

The geometry in XYZ format:
```
21
C5H14NO | the Open Molecules 2025 dataset | ωB97M-V/def2-TZVPD
C -1.832 0.972 -0.250
C -0.359 0.673 -0.395
N -0.002 -0.536 0.448
C 1.288 -1.131 -0.119
C 1.404 -0.513 -1.521
C 0.094 0.231 -1.786
H -2.101 1.125 0.797
H -2.439 0.152 -0.633
H -2.096 1.866 -0.812
H 0.348 1.424 -0.046
H -0.730 -1.239 0.408
H 0.115 -0.272 1.445
H 2.139 -0.845 0.488
H 1.115 -2.201 -0.122
H 2.194 0.241 -1.575
H 1.689 -1.281 -2.237
H -0.617 -0.397 -2.335
H 0.109 1.127 -2.414
H 0.032 0.987 3.546
H -0.283 -0.482 3.925
O -0.069 0.098 3.188
```

Summary:
Net charge: +1
HOMO-LUMO gap (eV): 12.734

*4*
The following is a quantum chemistry calculation of a cluster of 2 separate species, C5H14NO in total, from the Open Molecules 2025 dataset.

The geometry in XYZ format:
```
21
C5H14NO | the Open Molecules 2025 dataset | ωB97M-V/def2-TZVPD
C 2.528 0.860 -0.919
C 1.287 1.779 -1.194
C -0.046 0.972 -1.213
C -0.127 0.255 0.127
C -0.255 -1.045 0.492
N -0.662 1.240 1.182
H 3.154 0.837 -1.786
H 2.176 -0.149 -0.680
H 3.053 1.148 -0.012
H 1.363 2.176 -2.192
H 1.200 2.554 -0.434
H -0.967 1.557 -1.372
H -0.053 0.184 -1.964
H 0.339 -1.573 1.270
H -1.069 -1.728 0.226
H -0.338 2.190 0.946
H -0.202 1.083 2.091
H -1.678 1.204 1.215
H -3.011 -3.558 1.622
H -2.187 -4.223 0.557
O -2.202 -3.432 1.101
```

Summary:
Net charge: +1
HOMO-LUMO gap (eV): 8.113

It is *4* that is the least stable of them.

*1*
The following is a quantum chemistry calculation of a cluster of 4 separate species, C3H13N2O2S in total, from the Open Molecules 2025 dataset.

The geometry in XYZ format:
```
21
C3H13N2O2S | the Open Molecules 2025 dataset | ωB97M-V/def2-TZVPD
C -0.933 0.814 0.318
C -0.187 2.095 0.666
S -0.304 3.291 -0.611
N -0.782 -0.015 1.427
C -0.744 -2.229 -1.285
N -1.761 -2.556 -0.280
H -0.646 0.409 -0.598
H -2.011 1.157 0.134
H -0.503 2.524 1.692
H 0.844 1.753 1.065
H -1.152 -0.971 1.214
H -1.206 -1.604 -2.008
H -0.529 -3.047 -1.937
H 0.277 -1.995 -0.789
H -1.295 -3.064 0.457
H 2.973 0.046 1.500
H 0.259 -0.126 1.636
O 2.243 0.329 0.921
H 1.310 1.631 -1.416
H 2.165 0.648 -0.560
O 1.982 0.913 -1.547
```

Summary:
Net charge: -1
HOMO-LUMO gap (eV): 2.814

*2*
The following is a quantum chemistry calculation of a cluster of 3 separate species, C3H13N2O2S in total, from the Open Molecules 2025 dataset.

The geometry in XYZ format:
```
21
C3H13N2O2S | the Open Molecules 2025 dataset | ωB97M-V/def2-TZVPD
N 0.588 2.194 -1.071
C 1.067 0.949 -0.524
C -0.005 -0.135 -0.339
S -1.002 -0.378 -1.878
C 1.773 1.227 0.820
N 2.791 2.263 0.823
H 0.366 2.095 -2.052
H -0.307 2.418 -0.646
H 1.860 0.533 -1.156
H 0.442 -1.053 0.058
H -0.710 0.202 0.434
H 1.002 1.491 1.539
H 2.235 0.293 1.152
H 2.494 3.055 0.269
H 3.629 1.921 0.389
H -1.385 -2.534 -0.281
H -1.292 -3.672 -1.276
O -1.430 -3.505 -0.334
H -4.082 -1.669 1.316
H -3.695 -3.143 1.174
O -4.339 -2.555 1.585
```

Summary:
Net charge: -1
HOMO-LUMO gap (eV): 6.816

It is *1* that is the least stable of them.

*1*
The following is a quantum chemistry calculation of the ion C4H10N2O with charge -1, from the Open Molecules 2025 dataset.

The geometry in XYZ format:
```
17
C4H10N2O | the Open Molecules 2025 dataset | ωB97M-V/def2-TZVPD
C 2.032 0.095 -1.342
C 0.542 -0.020 -1.408
N -0.142 0.388 -0.306
C 0.327 0.452 1.109
C -0.577 -0.358 2.000
N -2.034 -0.160 1.743
O -0.123 -0.351 -2.397
H 2.414 0.794 -0.616
H 2.190 0.433 -2.378
H 2.507 -0.871 -1.358
H -1.139 0.524 -0.351
H 0.414 1.515 1.288
H 1.354 0.045 1.136
H -0.342 -0.325 3.067
H -0.401 -1.398 1.677
H -2.401 -1.109 1.740
H -2.444 0.373 2.501
```

Summary:
Net charge: -1
Multiplicity: 2
⟨S²⟩: 0.7504
HOMO-LUMO gap (alpha / beta) (eV): 2.727 / 9.549

*2*
The following is a quantum chemistry calculation of the ion C4H10N2O with charge -1, from the Open Molecules 2025 dataset.

The geometry in XYZ format:
```
17
C4H10N2O | the Open Molecules 2025 dataset | ωB97M-V/def2-TZVPD
C -0.199 -0.541 0.365
C -1.519 0.296 0.335
C -1.915 0.492 -1.083
O -2.908 -0.007 -1.589
N 0.875 0.290 -0.188
C 2.072 0.375 0.587
N 2.756 -0.868 1.148
H -0.408 -1.432 -0.247
H 0.056 -0.918 1.355
H -2.369 -0.116 0.892
H -1.306 1.254 0.826
H -1.256 1.230 -1.542
H 1.083 -0.068 -1.127
H 2.916 0.942 0.104
H 1.747 0.945 1.449
H 3.620 -0.980 0.641
H 2.787 -0.522 2.098
```

Summary:
Net charge: -1
Multiplicity: 2
⟨S²⟩: 0.7508
HOMO-LUMO gap (alpha / beta) (eV): 2.829 / 9.396

It is *2* that is the least stable of them.

*1*
The following is a quantum chemistry calculation of the molecule CH5N3O, from the Open Molecules 2025 dataset.

The geometry in XYZ format:
```
10
CH5N3O | the Open Molecules 2025 dataset | ωB97M-V/def2-TZVPD
C -0.871 0.444 -0.300
N 0.434 0.788 0.280
N -0.261 -0.479 -1.117
N 0.966 0.018 1.143
O 0.122 -1.601 -0.319
H -1.671 0.287 0.512
H -1.033 1.245 -0.917
H 1.088 1.187 -0.480
H 0.273 -0.065 1.967
H 0.953 -1.823 -0.769
```

Summary:
HOMO-LUMO gap (alpha / beta) (eV): 9.078 / 8.693

*2*
The following is a quantum chemistry calculation of a cluster of 2 separate species, CH5N3O in total, from the Open Molecules 2025 dataset.

The geometry in XYZ format:
```
10
CH5N3O | the Open Molecules 2025 dataset | ωB97M-V/def2-TZVPD
N -2.112 0.492 -0.405
C -1.078 -0.023 -0.801
N -0.237 -0.340 -1.630
O 1.119 -0.551 -1.540
H -2.967 -0.033 -0.323
H 1.442 -0.182 -0.679
N 0.950 0.141 1.094
H 0.770 -0.792 1.504
H 0.248 0.795 1.422
H 1.863 0.493 1.358
```

Summary:
SMILES: N=C=NO.N
HOMO-LUMO gap (eV): 9.345

It is *1* that is the least stable of them.

*1*
The following is a quantum chemistry calculation of a structure of composition CH5N3O, from the Open Molecules 2025 dataset.

The geometry in XYZ format:
```
10
CH5N3O | the Open Molecules 2025 dataset | ωB97M-V/def2-TZVPD
N 0.814 0.620 -0.013
C -0.285 0.250 -0.642
N 1.220 0.148 1.237
N -1.225 -0.642 -0.289
O -0.360 0.991 -1.703
H 0.732 1.373 -1.214
H 1.558 -0.809 1.192
H 0.495 0.243 1.941
H -1.919 -0.892 -0.972
H -1.029 -1.282 0.463
```

Summary:
HOMO-LUMO gap (eV): 9.719

*2*
The following is a quantum chemistry calculation of a cluster of 2 separate species, CH5N3O in total, from the Open Molecules 2025 dataset.

The geometry in XYZ format:
```
10
CH5N3O | the Open Molecules 2025 dataset | ωB97M-V/def2-TZVPD
C 0.727 -0.183 -0.514
N -0.187 0.569 0.440
N 2.129 0.062 0.013
N -1.956 -0.515 0.535
O 2.947 0.596 -0.710
H 0.592 -1.237 -0.529
H 0.611 0.407 -1.497
H 0.042 0.406 1.475
H -2.662 0.052 1.122
H -2.242 -0.158 -0.335
```

Summary:
HOMO-LUMO gap (alpha / beta) (eV): 8.430 / 8.427

*3*
The following is a quantum chemistry calculation of the molecule CH5N3O, from the Open Molecules 2025 dataset.

The geometry in XYZ format:
```
10
CH5N3O | the Open Molecules 2025 dataset | ωB97M-V/def2-TZVPD
N -1.575 0.996 0.130
C -0.758 -0.150 0.041
N 0.639 0.070 0.143
N 1.163 -0.801 -0.633
O 2.476 -1.036 -0.343
H -1.812 1.250 1.080
H -1.205 1.791 -0.372
H -0.621 -0.801 -1.020
H -1.090 -0.966 0.686
H 2.783 -0.353 0.288
```

Summary:
SMILES: NC/N=N/O
HOMO-LUMO gap (eV): 10.046

It is *2* that is the least stable of them.